This record from OMol25 describes a structure of composition C29H47CsFNO10PSb. The level of theory is ωB97M-V/def2-TZVPD.

```
91
Properties=species:S:1:pos:R:3:forces:R:3
Cs -0.1750 0.4424 -1.9915 0.6 0.3 1.5
O -0.1748 1.3583 -6.1634 0.0 0.1 0.0
C 0.1484 0.5992 -5.2401 0.1 0.0 0.0
O 1.0413 0.7771 -4.3573 0.0 0.0 -0.5
C -0.5668 -0.7830 -5.2609 -0.1 -0.2 -0.1
C 0.1188 -1.9212 -4.4828 -0.1 0.0 0.0
C -0.2248 -3.2628 -5.1479 0.0 0.0 0.0
C -1.7133 -3.4246 -4.7363 0.0 0.0 0.0
C -1.9277 -2.1704 -3.8694 0.0 0.0 -0.1
O -0.6315 -2.0313 -3.2555 -0.2 0.0 -0.3
C -2.0532 -0.9260 -4.7765 0.1 -0.1 -0.1
C -2.8410 0.1998 -4.0504 0.2 0.2 0.0
O -4.0752 0.0318 -4.0584 -0.1 0.0 0.1
O -2.2102 1.1283 -3.4751 -0.5 -0.1 -0.6
H -0.5546 -1.0356 -6.3244 0.0 0.0 0.0
H 1.1666 -1.7409 -4.2497 0.0 0.0 0.0
H 0.3851 -4.0659 -4.7279 0.0 0.0 0.0
H -0.0752 -3.2402 -6.2279 0.0 0.0 0.0
H -1.8607 -4.3303 -4.1457 0.0 0.0 0.0
H -2.3941 -3.4502 -5.5876 0.0 0.0 0.0
H -2.6921 -2.2503 -3.1005 0.0 0.0 0.0
H -2.6892 -1.1837 -5.6237 0.0 0.0 0.0
O -4.4614 -1.0395 0.9607 0.1 0.1 0.1
C -3.3951 -0.5195 0.3305 -0.1 0.2 -0.1
O -2.6474 -1.1679 -0.3439 0.1 -0.4 -0.1
C -3.2171 0.9820 0.5043 0.1 0.0 0.1
N -4.1291 1.5088 1.5418 0.0 0.0 0.0
C -4.9012 2.6236 0.9680 0.0 0.0 0.0
C -4.9755 2.2638 -0.5094 0.0 0.0 0.0
C -3.5704 1.7373 -0.7887 0.0 -0.1 0.0
H -2.1677 1.1308 0.7741 -0.1 0.0 0.0
H -3.6182 1.7746 2.3731 0.0 0.0 0.0
H -4.8216 -0.2704 1.4613 0.0 0.0 0.0
H -4.3819 3.5813 1.0960 0.0 0.0 0.0
H -5.8788 2.6975 1.4500 0.0 0.0 0.0
H -5.2378 3.1122 -1.1403 0.0 0.0 0.0
H -5.7154 1.4769 -0.6747 0.0 0.0 0.0
H -2.8796 2.5776 -0.9028 0.0 0.0 0.0
H -3.4847 1.1362 -1.6964 -0.1 0.1 0.1
C 1.3225 -4.1837 2.3510 0.0 0.0 0.0
C 1.9457 -2.8036 2.3796 0.0 -0.1 0.1
O 2.7426 -2.5843 1.2017 0.0 0.0 0.1
P 2.0664 -1.6580 0.0253 0.0 0.0 -0.1
O 3.2617 -0.5361 -0.1294 0.0 0.0 0.1
C 3.6526 0.1714 1.0537 0.0 0.0 0.0
C 5.0666 -0.2071 1.4410 0.0 0.0 0.0
O 2.4422 -2.5063 -1.3009 0.0 0.0 0.0
C 3.7862 -2.8728 -1.6228 0.0 0.1 0.0
C 3.7487 -4.1888 -2.3671 0.0 0.0 0.0
H 0.7677 -4.3599 3.2745 0.0 0.0 0.0
H 2.0912 -4.9529 2.2497 0.0 0.0 0.0
H 0.6315 -4.2738 1.5117 0.0 0.0 0.0
H 2.6083 -2.6868 3.2394 0.0 0.0 0.0
H 1.1770 -2.0319 2.4554 0.0 0.1 0.0
H 2.9651 -0.0400 1.8748 0.0 0.0 0.0
H 3.5779 1.2395 0.8314 0.0 0.0 0.0
H 5.1137 -1.2714 1.6728 0.0 0.0 0.0
H 5.3736 0.3573 2.3244 0.0 0.0 0.0
H 5.7614 0.0048 0.6264 0.0 0.0 0.0
H 4.3800 -2.9519 -0.7089 0.0 0.0 0.0
H 4.2160 -2.0812 -2.2405 0.0 0.0 0.0
H 3.3442 -4.9760 -1.7304 0.0 0.0 0.0
H 4.7551 -4.4735 -2.6830 0.0 0.0 0.0
H 3.1159 -4.1037 -3.2506 0.0 0.0 0.0
C -2.0066 5.1019 1.8129 0.0 0.0 0.0
Sb -0.5530 3.7443 0.9584 0.1 0.1 -0.1
C 0.9160 4.0692 2.4804 0.0 -0.1 0.0
C 0.2519 5.2601 -0.3636 0.0 0.0 0.0
H -1.5210 6.0297 2.1171 0.0 0.0 0.0
H -2.4848 4.6477 2.6812 0.0 0.0 0.0
H -2.7732 5.3228 1.0697 0.0 0.0 0.0
H 0.9546 5.1221 2.7589 0.0 0.0 0.0
H 1.8875 3.7566 2.0952 0.0 0.0 0.0
H 0.6864 3.4395 3.3397 0.0 0.0 0.0
H 0.5531 6.1433 0.2022 0.0 0.0 0.0
H -0.5002 5.5399 -1.1010 0.0 0.0 0.0
H 1.1139 4.8651 -0.9004 0.0 0.0 0.0
F 2.3602 -0.3688 7.7022 0.0 0.0 0.0
C 1.8722 -0.1228 6.4309 0.0 0.0 0.0
C 0.6963 -0.7253 6.0181 0.0 0.0 0.0
C 0.2038 -0.4816 4.7527 0.0 0.0 0.0
C 0.8600 0.3826 3.8123 0.0 0.0 0.0
C 0.3665 0.6036 2.5279 0.1 0.0 -0.1
C 2.0644 0.9797 4.3137 0.0 0.0 0.0
C 2.5538 0.7285 5.5838 0.0 0.0 0.1
H 0.1714 -1.3903 6.6958 0.0 0.0 0.0
H -0.7168 -0.9678 4.4452 0.0 0.0 0.0
H -0.4634 0.0148 2.1526 0.0 0.0 0.0
H 0.9986 1.0830 1.7844 -0.1 0.1 0.1
H 2.6071 1.6680 3.6735 0.0 0.0 0.0
H 3.4694 1.1991 5.9259 0.0 0.0 0.0
```
Positions in Å, forces in eV/Å.

Summary:
energy relative to the best compared isomer or geometry (same formula, charge and spin)	124.2	kJ/mol
E_LUMO	3.8	eV
total charge	-2
total energy	-2642.108387	hartree
frontier orbital gap	4.6	eV
F_max	0.0316	Eh/bohr